DFT (ωB97M-V/def2-TZVPD) results for C36H74BBr25FNO5P as an isolated structure.

Summary:
gap between HOMO and LUMO	6.02	eV
net charge	-1
lowest unoccupied orbital energy	1.21	eV
strongest force on any atom	7.880	eV/A

Positions of all 144 atoms, in Å:
C -3.48206 -0.28560 -4.34150
C -3.84557 -0.03067 -2.72925
C -2.94386 1.16840 -2.17214
Br -4.16839 2.80319 -2.06346
P -1.83056 0.93891 -0.66229
F -1.53217 2.69851 -0.70879
C -3.13884 1.36878 0.72245
B -4.41133 0.34269 0.78324
O -4.42345 -1.04805 1.27338
O -5.73819 0.89215 0.32966
O -0.47302 0.85267 -1.76214
C 0.26002 -0.43487 -1.52227
C 1.51271 -0.38388 -0.46909
C 1.23263 -1.07795 0.98887
C 2.56830 -0.74178 1.93303
O 2.05753 -0.23453 3.24259
C -0.96026 -1.50887 -1.32433
C -0.64196 -3.09944 -1.08348
C 0.87675 -3.57189 -1.48277
C 1.66968 -3.21214 -2.88211
N 1.53760 -4.38622 -0.55865
O -1.96326 -0.82726 -0.48904
H -2.33257 -0.31257 -4.55425
H -3.91215 0.62100 -4.98748
H -3.97896 -1.25064 -4.77695
H -3.84529 -1.06004 -2.20311
H -4.98375 0.33120 -2.74918
H -2.20327 1.47671 -3.06085
H -0.86954 0.77611 0.42965
H -3.41128 2.51504 0.74259
H -2.52671 1.18947 1.73269
H -5.23363 -1.47565 0.82684
H -5.99064 1.49711 1.11364
H 0.73306 -0.59874 -2.60501
H 2.41507 -0.94564 -0.95790
H 1.83252 0.75223 -0.36182
H 1.14476 -2.24503 0.97771
H 0.31361 -0.65304 1.57509
H 3.21708 0.10968 1.44851
H 3.18541 -1.72557 2.17175
H 2.34923 0.73780 3.32440
H -1.49366 -1.49226 -2.39188
H -0.91982 -3.49222 0.00009
H -1.37336 -3.69409 -1.81656
H 2.32959 -2.23244 -2.74582
H 0.91476 -2.94800 -3.76765
H 2.44392 -4.05488 -3.20621
H 0.90849 -4.56113 0.27475
Br -0.60138 3.16248 2.75380
C -0.54516 5.03690 2.21654
C -1.75977 5.78545 2.71464
Br -3.33113 5.37984 1.63299
H -0.43914 5.05446 1.12904
H 0.36670 5.43539 2.67263
H -1.61487 6.86504 2.61249
H -2.01735 5.55402 3.75183
Br 5.44541 -2.73014 3.15998
C 4.74318 -2.96163 4.96512
C 3.83858 -4.16923 5.04954
Br 2.09043 -3.79719 4.26902
H 4.24714 -2.02671 5.23726
H 5.62625 -3.09689 5.59773
H 3.63543 -4.42539 6.09361
H 4.23781 -5.04770 4.53517
Br -8.18561 -3.97394 -5.07877
C -8.08776 -2.25342 -4.16471
C -6.65811 -1.88714 -3.83967
Br -6.00305 -2.89560 -2.30422
H -8.73010 -2.32293 -3.28337
H -8.51942 -1.53388 -4.86773
H -6.58849 -0.83692 -3.54111
H -5.96402 -2.07317 -4.66387
Br -5.85711 0.11273 2.54443
C -6.86957 0.20417 4.20931
C -8.21996 -0.45876 4.06551
Br -9.46405 0.67966 3.08576
H -6.93035 1.25890 4.48871
H -6.25597 -0.32705 4.94388
H -8.68191 -0.60727 5.04608
H -8.17990 -1.41600 3.53850
Br 9.39854 -2.50199 4.01514
C 9.63868 -2.77664 2.09886
C 10.12907 -1.51715 1.42289
Br 8.68245 -0.22884 1.19654
H 8.68517 -3.13812 1.70598
H 10.38540 -3.57298 2.01791
H 10.47709 -1.73538 0.40888
H 10.92526 -1.00995 1.97469
Br 5.82753 -0.14802 7.23378
C 7.32157 -0.65884 8.37927
C 7.73578 -2.09098 8.13202
Br 6.49076 -3.33946 8.96563
H 7.01395 -0.46681 9.41014
H 8.13122 0.02784 8.11237
H 8.70269 -2.29802 8.60019
H 7.78710 -2.35124 7.07122
Br -7.15522 4.13872 2.87339
C -8.55113 5.31593 2.18719
C -9.87186 4.59030 2.07384
Br -9.90175 3.41887 0.51482
H -8.19201 5.71671 1.23608
H -8.61992 6.12937 2.91649
H -10.68823 5.30044 1.91194
H -10.10259 3.96989 2.94420
Br 12.96297 0.58382 0.62609
C 14.45701 0.07300 1.77158
C 14.87121 -1.35914 1.52434
Br 13.62620 -2.60762 2.35794
H 14.14939 0.26504 2.80245
H 15.26666 0.75968 1.50469
H 15.83813 -1.56617 1.99251
H 14.92254 -1.61940 0.46354
Br 3.42741 2.92337 2.47520
C 4.64176 3.65626 1.13600
C 4.32640 3.11905 -0.24084
Br 4.97641 1.29235 -0.45138
H 5.65795 3.43066 1.46867
H 4.48409 4.73890 1.17246
H 4.84918 3.69741 -1.00841
H 3.25672 3.10571 -0.46727
Br 3.48602 1.44148 -4.03405
C 3.26415 -0.23006 -5.01485
C 2.00802 -0.20896 -5.85473
Br 0.42004 -0.48280 -4.75610
H 3.28148 -1.03727 -4.27843
H 4.15171 -0.30545 -5.65113
H 2.00776 -1.03916 -6.56728
H 1.86369 0.72974 -6.39667
Br -2.43365 6.86332 -4.67105
C -2.69545 5.97225 -2.95562
C -2.45250 6.92017 -1.80404
Br -0.54498 7.20933 -1.51864
H -2.03889 5.09873 -2.94589
H -3.73775 5.63786 -2.96593
H -2.81830 6.48917 -0.86734
H -2.90682 7.90426 -1.94835
Br -10.56505 -6.02695 -10.40415
C -9.32793 -5.09492 -9.21835
C -8.52127 -6.07059 -8.39308
Br -9.58364 -6.80606 -6.93222
H -9.92239 -4.40337 -8.61620
H -8.67493 -4.52141 -9.88391
H -7.68286 -5.56243 -7.90750
H -8.14199 -6.91812 -8.97058

Forces on the atoms, in the same order (eV/Å):
C -0.4 0.7 -0.3
C -1.4 -0.1 -1.9
C 0.2 -0.2 -2.8
Br 0.5 -0.7 -0.1
P 2.0 1.6 2.6
F -0.1 -1.0 -0.1
C -0.6 -0.9 2.3
B 0.5 1.0 -1.5
O 0.2 0.4 -4.7
O 1.8 0.3 0.3
O 0.9 -2.9 0.8
C 0.3 0.3 -1.7
C -0.8 -0.2 0.1
C 1.4 0.5 0.9
C -0.9 -0.1 0.0
O 1.5 1.6 -0.9
C -0.8 1.4 -1.9
C -0.5 -0.3 -0.6
C 1.7 -2.6 3.4
C 0.0 0.5 0.0
N -3.0 3.1 -3.6
O 1.0 -1.1 -1.3
H -2.2 -0.1 0.6
H 0.9 -1.8 1.4
H 1.0 1.6 0.9
H 0.5 2.0 -0.5
H 2.5 -0.8 0.3
H -1.8 -0.5 2.2
H -0.2 0.7 -0.7
H 0.3 -2.5 -0.3
H -1.1 0.3 -2.2
H 1.8 0.8 0.9
H 0.4 -0.6 -2.9
H -0.9 0.0 3.2
H -1.6 1.0 0.9
H -0.8 -2.3 0.0
H 0.1 2.3 -0.4
H 1.7 -0.6 -1.4
H -1.1 -1.9 0.8
H -1.3 2.3 -0.7
H -0.7 -2.4 -0.3
H 1.4 -0.2 1.7
H 0.9 1.1 -2.2
H 1.5 1.3 1.5
H -1.6 -2.0 0.0
H 1.6 -0.9 2.1
H -2.0 1.6 0.9
H 0.7 0.5 -1.2
Br 0.1 0.2 -0.1
C 0.2 -0.2 0.2
C 0.0 0.3 -0.1
Br 0.0 0.0 0.2
H -0.2 0.0 0.2
H -0.2 0.0 -0.1
H 0.0 -0.2 0.0
H 0.1 0.0 -0.3
Br 0.1 0.0 0.1
C 0.3 -0.1 0.0
C -0.3 0.0 0.1
Br 0.1 -0.1 0.0
H 0.0 -0.3 -0.1
H -0.2 0.0 -0.1
H 0.1 0.1 -0.2
H 0.0 0.3 0.1
Br -0.1 0.0 0.1
C 0.0 0.1 -0.3
C 0.0 0.2 0.3
Br -0.1 -0.1 -0.2
H 0.3 0.0 -0.2
H 0.1 -0.1 0.2
H -0.1 -0.2 -0.1
H -0.3 0.0 0.2
Br -3.8 -0.4 6.9
C 0.3 0.3 0.3
C 0.0 0.1 0.4
Br 0.0 -0.1 -0.1
H -0.3 -0.2 0.1
H -0.3 0.0 0.0
H 0.1 0.0 -0.2
H 0.1 0.3 0.0
Br 0.0 0.0 0.0
C 0.2 -0.2 0.1
C -0.1 0.1 -0.1
Br 0.1 0.0 0.1
H 0.2 0.2 0.1
H -0.1 0.2 0.0
H 0.0 0.0 0.2
H -0.3 -0.3 -0.1
Br 0.1 0.0 0.2
C 0.0 0.2 -0.3
C 0.2 -0.1 0.2
Br 0.0 0.0 -0.1
H 0.1 -0.2 -0.2
H -0.1 -0.2 0.0
H -0.2 0.1 -0.1
H -0.1 0.2 0.2
Br 0.0 0.1 -0.1
C 0.1 0.0 0.3
C -0.2 0.1 -0.2
Br 0.0 0.0 0.1
H -0.2 -0.2 0.2
H -0.1 -0.2 -0.1
H 0.2 -0.1 0.0
H 0.2 0.1 -0.2
Br 0.1 0.0 0.1
C 0.1 0.2 -0.2
C 0.1 -0.1 0.2
Br 0.0 0.0 -0.1
H 0.1 -0.2 -0.2
H -0.1 -0.2 0.1
H -0.2 0.1 -0.1
H -0.1 0.2 0.3
Br 0.1 0.2 0.0
C -0.1 0.2 0.1
C 0.2 -0.1 -0.2
Br 0.1 0.1 0.1
H -0.2 0.0 -0.2
H 0.0 -0.2 -0.1
H -0.1 0.0 0.2
H 0.2 0.0 0.1
Br -0.1 -0.2 0.0
C 0.3 0.2 -0.1
C -0.2 -0.3 -0.1
Br 0.0 0.5 -1.2
H -0.1 0.2 -0.2
H -0.2 0.0 0.1
H 0.1 0.1 0.1
H 0.1 -0.2 0.2
Br 0.1 0.0 -0.1
C -0.2 0.0 0.0
C -0.1 -0.2 0.2
Br 0.0 0.1 0.0
H -0.2 0.2 0.1
H 0.3 0.1 0.1
H 0.1 0.0 -0.2
H 0.1 -0.2 -0.1
Br 0.0 0.1 0.1
C 0.1 0.1 -0.3
C 0.1 0.1 0.3
Br 0.1 -0.1 -0.2
H 0.2 -0.2 0.0
H -0.1 -0.1 0.2
H -0.2 0.0 -0.1
H -0.2 0.3 0.1